Computed, not measured: C3H7O2 as an isolated structure, with ωB97M-V with the def2-TZVPD basis set.

```
12
Properties=species:S:1:pos:R:3
C -0.276 1.579 -0.575
O 0.775 1.191 0.287
H -1.176 1.811 -0.059
H -0.631 0.820 -1.426
H 0.102 2.561 -1.042
O 1.694 -1.004 -0.572
C 0.939 -0.598 0.382
C -0.463 -1.328 0.381
H 1.502 -0.399 1.471
H -0.289 -2.302 0.988
H -1.276 -0.707 0.736
H -0.900 -1.625 -0.569
```

Properties
Energy above the lowest of the compared OMol25 structures with the same formula, charge and spin   295.9 kJ/mol
HOMO-LUMO gap   7.722 eV
Total charge   -1
2S+1   1

These are the Mulliken partial charges, in e, on atoms 1 to 5: number 1, C, carries -0.638; number 2, O, carries -0.502; number 3, H, carries 0.224; number 4, H, carries 0.165; number 5, H, carries 0.226


Computed, not measured: an isolated molecule of C3H7O2P, with ωB97M-V with the def2-TZVPD basis set.

```
13
Properties=species:S:1:pos:R:3
C -1.817 0.027 0.817
C -0.894 -0.568 0.103
C 0.559 -0.127 -0.148
O 1.066 0.625 0.810
O 1.515 -1.256 -0.254
P 0.986 0.513 -1.866
H -2.793 -0.379 1.126
H -1.692 1.020 1.098
H -1.068 -1.531 -0.314
H 0.396 0.634 1.539
H 1.479 -1.831 0.458
H 2.002 1.239 -1.309
H 0.263 1.632 -2.058
```

Properties
Energy above the lowest of the compared OMol25 structures with the same formula, charge and spin   276.9 kJ/mol
HOMO-LUMO gap   9.906 eV
2S+1   1

These are the Mulliken partial charges, in e, on atoms 1 to 5: number 1, C, carries -0.740; number 2, C, carries -0.411; number 3, C, carries 0.776; number 4, O, carries -0.468; number 5, O, carries -0.531


Computed, not measured: an isolated molecule of C3H7O2P, with ωB97M-V with the def2-TZVPD basis set.

```
13
Properties=species:S:1:pos:R:3
C -0.931 -0.951 0.633
C 0.812 -0.168 -0.611
C 1.574 0.781 0.328
O -0.047 -1.102 -0.370
O -1.335 1.365 -0.676
P -2.275 0.277 -0.243
H -1.316 -1.957 0.858
H -0.569 -0.542 1.637
H 0.918 -0.094 -1.737
H 1.089 1.722 0.646
H 2.511 1.098 -0.148
H 1.947 0.123 1.136
H -2.379 -0.552 -1.455
```

Properties
Energy above the lowest of the compared OMol25 structures with the same formula, charge and spin   118.2 kJ/mol
HOMO-LUMO gap (alpha / beta)   7.234 / 7.702 eV
2S+1   3

These are the Mulliken partial charges, in e, on atoms 1 to 5: number 1, C, carries -0.462; number 2, C, carries -0.151; number 3, C, carries -0.924; number 4, O, carries -0.354; number 5, O, carries -0.426


Computed, not measured: a 2-piece molecular cluster, C3H7O2S overall, with ωB97M-V with the def2-TZVPD basis set.

```
13
Properties=species:S:1:pos:R:3
C 1.911 1.422 -0.122
S 0.341 2.191 0.224
C -0.669 0.780 0.858
H 2.269 1.082 0.861
H 1.886 0.555 -0.776
H 2.661 2.162 -0.390
H -0.176 -0.188 0.918
H -1.487 0.680 0.151
H -1.090 1.094 1.812
O -2.324 -3.272 -0.999
C -1.409 -2.440 -0.874
O -0.747 -2.182 0.148
H -1.167 -1.884 -1.810
```

Properties
Energy above the lowest of the compared OMol25 structures with the same formula, charge and spin   78.5 kJ/mol
HOMO-LUMO gap   7.200 eV
Total charge   -1
2S+1   1

These are the Mulliken partial charges, in e, on atoms 1 to 5: number 1, C, carries -0.810; number 2, S, carries -0.155; number 3, C, carries -0.654; number 4, H, carries 0.256; number 5, H, carries 0.288


Computed, not measured: a 2-piece molecular cluster, C3H7O2S overall, with ωB97M-V with the def2-TZVPD basis set.

```
13
Properties=species:S:1:pos:R:3
C -0.999 -1.573 0.830
C -0.186 -0.666 1.766
S 1.384 -1.431 2.306
H -0.686 -2.602 0.985
H -0.753 -1.355 -0.205
H -2.062 -1.467 1.001
H 0.078 0.242 1.238
H -0.745 -0.353 2.642
H 2.183 -0.443 1.891
O 0.503 1.443 -2.293
C -0.604 2.045 -2.308
O -1.490 2.041 -3.170
H -0.750 2.654 -1.366
```

Properties
Energy above the lowest of the compared OMol25 structures with the same formula, charge and spin   76.5 kJ/mol
HOMO-LUMO gap   6.794 eV
Total charge   -1
2S+1   1

These are the Mulliken partial charges, in e, on atoms 1 to 5: number 1, C, carries -0.946; number 2, C, carries -0.316; number 3, S, carries -0.281; number 4, H, carries 0.332; number 5, H, carries 0.247


Computed, not measured: C3H7O2SSi as an isolated structure, with ωB97M-V with the def2-TZVPD basis set.

```
14
Properties=species:S:1:pos:R:3
C 1.375 -0.959 -0.081
C -1.927 -0.347 0.411
C 0.967 0.517 0.240
O 0.443 -1.484 -0.728
O 2.383 -1.448 0.343
Si -0.691 0.539 -0.820
S 2.331 1.638 -0.027
H -1.791 -0.977 1.281
H -2.629 0.370 0.725
H -2.491 -1.014 -0.159
H -0.743 -0.131 -2.200
H 0.637 0.719 1.254
H -1.070 1.863 -0.645
H 3.205 0.714 0.407
```

Properties
Energy above the lowest of the compared OMol25 structures with the same formula, charge and spin   0.0 kJ/mol
HOMO-LUMO gap   7.842 eV
Total charge   -1
2S+1   1

These are the Mulliken partial charges, in e, on atoms 1 to 5: number 1, C, carries 0.492; number 2, C, carries -1.316; number 3, C, carries -0.194; number 4, O, carries -0.628; number 5, O, carries -0.691


Computed, not measured: C3H7O2Sc as an isolated structure, with ωB97M-V with the def2-TZVPD basis set.

```
13
Properties=species:S:1:pos:R:3
C -1.360 -0.271 -0.042
O -0.638 -0.637 -1.234
C 0.477 -0.051 -1.557
C 0.874 1.228 -1.267
H -0.607 -0.783 0.955
H -2.358 -0.412 -0.493
H -1.983 0.264 0.692
H 1.194 -0.764 -1.977
H 0.140 2.011 -1.054
H 1.877 1.501 -1.604
Sc 1.382 0.989 1.041
O 0.715 -0.442 2.195
H 0.059 -0.352 2.888
```

Properties
Energy above the lowest of the compared OMol25 structures with the same formula, charge and spin   325.2 kJ/mol
HOMO-LUMO gap   6.638 eV
Total charge   +2
2S+1   1

These are the Mulliken partial charges, in e, on atoms 1 to 5: number 1, C, carries -0.825; number 2, O, carries -0.197; number 3, C, carries 0.580; number 4, C, carries -1.661; number 5, H, carries 0.510


Computed, not measured: a 2-piece molecular cluster, C3H7O3 overall, with ωB97M-V with the def2-TZVPD basis set.

```
13
Properties=species:S:1:pos:R:3
O 1.763 -1.642 0.931
C 0.741 -1.117 0.460
O -0.274 -1.699 -0.024
C 0.631 0.417 0.637
C 0.780 1.266 -0.635
H 1.260 0.758 1.454
H -0.408 0.572 0.959
H 0.015 1.099 -1.388
H 1.737 1.007 -1.104
H 0.841 2.311 -0.327
H -1.582 -0.914 -0.209
H -2.962 -1.452 -0.283
O -2.540 -0.605 -0.470
```

Properties
Energy above the lowest of the compared OMol25 structures with the same formula, charge and spin   21.7 kJ/mol
HOMO-LUMO gap   8.709 eV
Total charge   -1
2S+1   1

These are the Mulliken partial charges, in e, on atoms 1 to 5: number 1, O, carries -0.744; number 2, C, carries 0.590; number 3, O, carries -0.774; number 4, C, carries -0.445; number 5, C, carries -0.966


Computed, not measured: a 2-piece molecular cluster, C3H7O3 overall, with ωB97M-V with the def2-TZVPD basis set.

```
13
Properties=species:S:1:pos:R:3
O -0.680 -3.139 2.492
C -0.562 -1.833 2.334
O 0.050 -1.091 1.453
H -1.092 -1.173 3.032
H -0.291 0.539 0.955
C 0.395 0.487 -0.636
O -0.178 1.315 0.357
C 0.347 1.198 -1.944
H -0.164 -0.514 -0.673
H 1.409 0.041 -0.475
H 0.325 0.508 -2.752
H 1.160 1.992 -2.163
H -0.719 1.670 -1.979
```

Properties
Energy above the lowest of the compared OMol25 structures with the same formula, charge and spin   235.3 kJ/mol
HOMO-LUMO gap (alpha / beta)   9.675 / 4.892 eV
2S+1   2

These are the Mulliken partial charges, in e, on atoms 1 to 5: number 1, O, carries -0.169; number 2, C, carries 0.344; number 3, O, carries -0.564; number 4, H, carries 0.303; number 5, H, carries 0.453


Computed, not measured: a 2-piece molecular cluster, C3H7O3S overall, with ωB97M-V with the def2-TZVPD basis set.

```
14
Properties=species:S:1:pos:R:3
C 0.016 1.187 0.612
C -0.146 -1.650 -0.242
C -0.559 0.867 -0.774
O -1.918 -3.113 0.675
O -2.527 -1.826 -1.386
O -0.116 1.092 -1.878
S -1.344 -2.812 -0.639
H 0.407 2.257 0.592
H -0.771 1.237 1.283
H 0.814 0.514 0.888
H 0.166 -1.740 0.799
H 0.717 -1.849 -0.746
H -1.681 0.792 -0.730
H -2.275 -1.410 -2.210
```

Properties
Energy above the lowest of the compared OMol25 structures with the same formula, charge and spin   367.5 kJ/mol
HOMO-LUMO gap   6.656 eV
Total charge   -1
2S+1   1

These are the Mulliken partial charges, in e, on atoms 1 to 5: number 1, C, carries -0.933; number 2, C, carries -1.120; number 3, C, carries 0.311; number 4, O, carries -0.632; number 5, O, carries -0.549


Question: Look up the 2S+1 of the tenth one.
Answer: 1